(1)
# C21H27N2O12P

A 4-piece molecular cluster, C21H27N2O12P overall (wB97M-V/def2-TZVPD, the OMol25 dataset).

SMILES: O=P(O)(O)Cc1cccc2nccnc12.C[C@@H]1COC(=O)O1.C[C@@H]1COC(=O)O1.C[C@@H]1COC(=O)O1
total energy: -2170.1010 hartree
Kohn-Sham gap: 7.6584 eV
net charge: 0

Cartesian coordinates (Å):
O 7.77404 -0.16864 1.43153
P 6.41221 0.24404 0.84763
O 5.84122 -0.87842 -0.33953
O 6.64575 1.71746 0.02096
C 5.10883 0.34396 2.22549
C 3.88260 1.30667 1.77068
C 4.18510 2.81533 1.63698
C 3.07725 3.82551 1.16180
C 1.68541 3.22993 0.83632
C 1.32097 1.69693 0.99388
N -0.03036 1.32127 0.67374
C -0.19875 -0.07416 0.90480
C 0.90500 -1.06008 1.37905
N 2.24923 -0.67639 1.64625
C 2.43692 0.73778 1.46643
H 5.47402 -0.30689 -1.06452
H 5.83242 1.94538 -0.48755
H 4.67922 -0.72675 2.33149
H 5.54192 0.62516 3.24256
H 5.23421 3.17556 1.89021
H 3.33255 4.94193 1.07265
H 0.88800 3.97599 0.46265
H -1.24174 -0.51554 0.68885
H 0.62579 -2.16050 1.51979
C -0.14623 -4.30104 -2.16048
C -1.04023 -4.18694 -0.94519
C -2.26179 -5.05432 -0.99866
O -3.15148 -4.36297 -0.12727
C -2.80129 -3.04508 -0.19223
O -3.45398 -2.14768 0.26186
O -1.61567 -2.88553 -0.84400
H 0.58346 -3.48709 -2.17667
H 0.38914 -5.25429 -2.16191
H -0.72455 -4.22504 -3.08714
H -0.45696 -4.36388 -0.03391
H -2.07652 -6.06899 -0.64277
H -2.72210 -5.09946 -1.99037
C -0.82731 6.56854 5.19604
C 0.07135 6.59456 3.97914
C 0.50624 5.23884 3.50752
O 1.71514 5.54107 2.81862
C 2.22959 6.65384 3.42110
O 3.33320 7.07674 3.22838
O 1.32214 7.21272 4.27127
H -0.91269 7.56786 5.62991
H -1.82623 6.21122 4.93455
H -0.42088 5.92007 5.97695
H -0.40356 7.16948 3.17611
H -0.21760 4.77075 2.83870
H 0.74206 4.54668 4.32271
C -6.75288 -4.32488 -4.42136
C -5.48656 -3.60449 -4.82940
C -4.82998 -4.16280 -6.05639
O -3.47698 -3.75656 -5.87621
C -3.27867 -3.67853 -4.52850
O -2.20579 -3.55213 -4.00738
O -4.45926 -3.76795 -3.85457
H -7.04730 -4.03718 -3.40912
H -7.57138 -4.09128 -5.10638
H -6.60842 -5.40872 -4.41105
H -5.68276 -2.53112 -4.92801
H -5.24088 -3.75332 -6.98020
H -4.85416 -5.25659 -6.10582

Atoms 1-3, force components in eV/Å:
O -3.83 0.94 -1.56
P 3.79 -1.18 0.54
O 0.13 3.32 1.18

***

(2)
# C21H27N3O3

One molecule with the formula C21H27N3O3 (wB97M-V/def2-TZVPD, the OMol25 dataset).

SMILES: CCOC(=O)c1ccc(OCCC2CCN(c3ccc(C)nn3)CC2)cc1
total energy: -1206.4026 hartree
Kohn-Sham gap: 8.7541 eV
net charge: 0

Cartesian coordinates (Å):
C -9.70460 -0.38558 -0.03735
C -8.85459 -0.25214 1.21868
O -7.46698 -0.40324 0.92840
C -6.82268 0.68388 0.47323
O -7.35289 1.76085 0.33198
C -5.40157 0.41248 0.17388
C -4.61545 1.45110 -0.31572
C -3.28598 1.25104 -0.62928
C -2.71620 -0.00927 -0.45596
O -1.43337 -0.32872 -0.74116
C -0.58757 0.64683 -1.32200
C 0.74007 -0.02865 -1.65093
C 1.51155 -0.47651 -0.40438
C 2.59169 -1.49311 -0.78554
C 3.40071 -1.89758 0.45080
N 4.00603 -0.73554 1.05837
C 5.23129 -0.26514 0.68867
C 6.23818 -1.07888 0.11712
C 7.45254 -0.49879 -0.13612
C 7.62283 0.85920 0.18248
C 8.91276 1.57126 -0.06973
N 6.63983 1.55385 0.71837
N 5.48298 1.01967 0.96236
C 3.00615 0.21529 1.50036
C 2.16651 0.70388 0.31843
C -3.50338 -1.05177 0.04726
C -4.82696 -0.84604 0.35678
H -9.47023 0.42015 -0.72863
H -10.75692 -0.32918 0.22611
H -9.50910 -1.33789 -0.52483
H -9.08297 -1.04449 1.93499
H -9.01667 0.72758 1.68059
H -5.06878 2.42179 -0.44857
H -2.70318 2.07657 -1.00599
H -1.04166 1.03500 -2.24355
H -0.43838 1.48184 -0.62604
H 1.34924 0.66165 -2.23685
H 0.52234 -0.90225 -2.26853
H 0.80346 -0.96241 0.27535
H 2.13541 -2.37901 -1.23043
H 3.26607 -1.04866 -1.52203
H 4.15667 -2.63640 0.18874
H 2.73314 -2.34946 1.19256
H 6.07171 -2.12093 -0.10767
H 8.26432 -1.06547 -0.56986
H 8.82143 2.60599 0.24648
H 9.72176 1.09626 0.48369
H 9.16270 1.53930 -1.12952
H 3.52061 1.05107 1.97252
H 2.36755 -0.28737 2.23369
H 1.41112 1.40044 0.68212
H 2.82161 1.24040 -0.37133
H -3.04282 -2.01837 0.17872
H -5.42930 -1.65454 0.73926

Atoms 1-3, force components in eV/Å:
C 0.36 0.04 0.21
C -0.54 0.22 0.02
O 0.28 -0.17 -0.06

***

(3)
# C21H27N3O3S2

One molecule with the formula C21H27N3O3S2 (wB97M-V/def2-TZVPD, the OMol25 dataset).

SMILES: CSc1ccc(-c2nc(CSCC(=O)NCCCN3CCCC3=O)c(C)o2)cc1
total energy: -2002.8539 hartree
Kohn-Sham gap: 8.1149 eV
net charge: 0

Cartesian coordinates (Å):
C -5.18593 -0.91669 -1.54992
S -5.15827 0.87684 -1.27249
C -3.44395 1.22904 -1.14362
C -2.45196 0.38589 -1.63717
C -1.12467 0.69984 -1.44613
C -0.75890 1.85540 -0.75366
C 0.62941 2.12331 -0.47169
N 1.63390 1.30935 -0.66256
C 2.74256 1.97701 -0.21807
C 4.11584 1.41197 -0.26695
S 4.15277 -0.41060 -0.13871
C 3.70217 -0.86749 -1.85175
C 2.67089 -1.98750 -1.84571
O 2.86175 -3.05353 -2.39091
N 1.53872 -1.65142 -1.20230
C 0.49303 -2.61547 -0.95582
C 0.71168 -3.38118 0.36340
C -0.51599 -3.32053 1.27249
N -0.85229 -1.97436 1.66226
C -0.05117 -1.23359 2.61014
C -0.64426 0.17742 2.55383
C -2.08107 -0.05766 2.09539
C -2.00660 -1.36722 1.32998
O -2.83932 -1.81309 0.56500
C 2.35190 3.20351 0.24562
C 3.09526 4.34572 0.82961
O 1.00764 3.29340 0.08112
C -1.75644 2.73051 -0.31309
C -3.08234 2.42102 -0.51164
H -4.49618 -1.38948 -0.85574
H -4.93619 -1.14152 -2.58302
H -6.20413 -1.23085 -1.34271
H -2.71013 -0.51762 -2.16368
H -0.35189 0.05993 -1.83922
H 4.62635 1.68310 -1.19319
H 4.70058 1.78297 0.57493
H 4.59952 -1.19457 -2.37574
H 3.27919 0.01805 -2.32042
H 1.48946 -0.73478 -0.76611
H -0.46496 -2.09364 -0.92580
H 0.49544 -3.31017 -1.79848
H 1.57283 -2.95344 0.88055
H 0.94378 -4.42598 0.16123
H -0.33836 -3.91885 2.17418
H -1.38847 -3.72016 0.74883
H 1.00321 -1.25231 2.32608
H -0.14781 -1.67487 3.61171
H -0.58252 0.68769 3.51275
H -0.11345 0.77190 1.80969
H -2.48124 0.74338 1.47849
H -2.75711 -0.20759 2.94040
H 3.53141 4.96467 0.04498
H 3.89931 3.98364 1.46642
H 2.41613 4.95995 1.41536
H -1.47975 3.63765 0.20242
H -3.85937 3.08295 -0.16057

Atoms 1-3, force components in eV/Å:
C 0.18 0.42 -0.02
S -0.18 -0.09 0.03
C -0.10 -0.06 -0.04